ORCA calculation (ωB97M-V/def2-TZVPD) on C45H39F3OP2PdSSi as an isolated structure.

CARTESIAN COORDINATES (ANGSTROEM)
Pd 0.134 -0.456 -0.128
O -1.719 1.296 2.291
S -0.380 0.952 1.770
C 0.352 2.491 1.195
C 0.953 3.391 2.062
C 1.363 4.628 1.588
C 1.135 4.970 0.264
C 0.527 4.067 -0.594
C 0.146 2.803 -0.155
P -0.625 1.550 -1.271
C 0.061 1.887 -2.911
C -0.721 1.592 -4.028
C -0.185 1.697 -5.301
C 1.137 2.085 -5.470
C 1.926 2.354 -4.362
C 1.395 2.247 -3.087
C -2.336 2.159 -1.350
C -2.703 3.232 -2.166
C -4.009 3.686 -2.175
C -4.960 3.077 -1.362
C -4.600 2.023 -0.540
C -3.289 1.566 -0.534
C 0.651 0.510 3.153
C 0.338 1.065 4.390
C 1.121 0.751 5.486
C 2.196 -0.119 5.338
C 2.460 -0.704 4.112
C 1.679 -0.416 2.991
P 1.904 -1.341 1.404
C 2.317 -2.992 2.049
C 1.251 -3.848 2.316
C 1.478 -5.104 2.856
C 2.773 -5.523 3.121
C 3.842 -4.680 2.851
C 3.616 -3.419 2.320
C 3.456 -0.648 0.762
C 4.221 -1.366 -0.157
C 5.329 -0.783 -0.750
C 5.678 0.525 -0.448
C 4.911 1.252 0.450
C 3.807 0.669 1.053
H 1.111 3.133 3.101
H 1.848 5.326 2.258
H 1.434 5.943 -0.106
H 0.361 4.340 -1.629
H -1.750 1.274 -3.904
H -0.798 1.467 -6.162
H 1.555 2.165 -6.465
H 2.964 2.632 -4.489
H 2.031 2.416 -2.227
H -1.967 3.699 -2.809
H -4.290 4.511 -2.816
H -5.984 3.430 -1.372
H -5.335 1.547 0.095
H -3.006 0.752 0.117
H -0.522 1.718 4.469
H 0.894 1.175 6.455
H 2.817 -0.364 6.190
H 3.269 -1.419 4.028
H 0.238 -3.533 2.095
H 0.640 -5.759 3.058
H 2.950 -6.508 3.532
H 4.855 -5.001 3.054
H 4.455 -2.765 2.117
H 3.935 -2.372 -0.435
H 5.910 -1.350 -1.465
H 6.542 0.979 -0.917
H 5.170 2.277 0.686
H 3.215 1.253 1.748
C -2.472 -2.176 1.571
Si -1.756 -2.010 -0.173
C -1.070 -3.690 -0.688
C -3.148 -1.533 -1.341
C -4.485 -1.501 -0.944
C -5.495 -1.154 -1.832
C -5.184 -0.828 -3.142
C -3.859 -0.852 -3.561
C -2.857 -1.201 -2.670
H -3.155 -3.029 1.645
H -3.012 -1.279 1.884
H -1.674 -2.326 2.302
H -1.771 -4.478 -0.392
H -0.091 -3.909 -0.264
H -0.962 -3.731 -1.774
H -4.750 -1.737 0.082
H -6.525 -1.137 -1.498
H -5.969 -0.557 -3.836
H -3.608 -0.597 -4.583
H -1.825 -1.202 -3.003
F 0.389 -1.456 -2.985
C 1.186 -1.258 -1.884
F 2.214 -0.489 -2.358
F 1.768 -2.489 -1.669

Summary:
Net charge ... 0
E_HOMO (alpha / beta) ... -5.80 / -8.39 eV
Relative energy (zero: lowest compared OMol25 entry of this formula, charge and spin) ... 1.77 kcal per mole
Multiplicity ... 3

Results of the Mulliken charge analysis, in e, for atoms 1 through 5:
1. Pd 1.186
2. O -0.872
3. S 2.088
4. C 0.767
5. C -0.687



ORCA calculation (ωB97M-V/def2-TZVPD) on C45H39IN4O3STeTi as an isolated structure.

CARTESIAN COORDINATES (ANGSTROEM)
Ti -0.169 -1.157 1.013
O -0.052 -1.723 2.977
N 1.121 -1.679 3.612
C 1.083 -1.474 4.946
C 2.226 -1.430 5.686
C 3.451 -1.601 5.033
C 3.472 -1.796 3.677
C 2.286 -1.827 2.924
S 2.245 -1.993 1.229
H 0.087 -1.351 5.342
H 2.168 -1.261 6.751
H 4.378 -1.568 5.592
H 4.400 -1.907 3.135
C -0.842 4.017 -3.703
C -0.690 2.707 -2.966
C -1.189 1.523 -3.475
C -1.059 0.310 -2.789
C -1.640 -0.954 -3.328
O -2.262 -1.728 -2.620
C -1.492 -1.245 -4.785
C -2.420 -2.077 -5.407
C -2.291 -2.392 -6.749
C -1.217 -1.894 -7.478
C -0.280 -1.077 -6.863
C -0.420 -0.745 -5.523
C -0.379 0.277 -1.552
O -0.141 -0.864 -0.926
C 0.111 1.496 -1.018
C -0.039 2.668 -1.732
C 0.733 1.384 0.325
N -0.064 0.917 1.356
C -1.368 1.559 1.480
C -1.350 3.083 1.632
Te 0.180 3.916 2.905
C 1.079 4.983 1.309
C 2.423 4.806 0.991
C 2.981 5.487 -0.086
C 2.202 6.342 -0.855
C 0.862 6.530 -0.535
C 0.306 5.861 0.549
C 2.154 1.458 0.509
C 2.720 1.386 1.799
C 4.083 1.509 1.985
C 4.936 1.701 0.898
C 4.396 1.770 -0.384
C 3.031 1.653 -0.581
H -1.333 3.873 -4.666
H 0.129 4.483 -3.884
H -1.438 4.729 -3.125
H -1.705 1.528 -4.431
H -3.239 -2.468 -4.817
H -3.022 -3.029 -7.230
H -1.111 -2.146 -8.526
H 0.562 -0.699 -7.428
H 0.309 -0.108 -5.039
H 0.366 3.589 -1.315
H -1.863 1.115 2.346
H -2.023 1.368 0.620
H -2.319 3.419 2.000
H -1.177 3.567 0.668
H 3.028 4.105 1.555
H 4.023 5.325 -0.334
H 2.637 6.864 -1.699
H 0.249 7.201 -1.125
H -0.736 6.020 0.802
H 2.051 1.269 2.643
H 4.492 1.462 2.989
H 6.006 1.797 1.048
H 5.049 1.918 -1.237
H 2.624 1.713 -1.582
N -0.569 -3.407 0.143
C -0.535 -4.536 1.010
C 0.661 -5.187 1.296
C 0.681 -6.238 2.202
C -0.486 -6.655 2.829
C -1.681 -6.017 2.530
C -1.707 -4.966 1.625
H 0.192 -3.381 -0.528
H -1.439 -3.348 -0.377
H 1.576 -4.856 0.822
H 1.620 -6.733 2.418
H -0.464 -7.475 3.536
H -2.603 -6.340 2.999
H -2.649 -4.480 1.384
I -5.027 -3.020 4.136
C -4.285 -2.062 2.436
C -5.137 -1.594 1.454
C -4.579 -1.004 0.337
C -3.205 -0.884 0.246
N -2.390 -1.318 1.210
C -2.919 -1.920 2.277
H -6.210 -1.698 1.554
H -5.207 -0.643 -0.466
H -2.732 -0.458 -0.627
H -2.215 -2.275 3.017

Summary:
Net charge ... 0
E_HOMO (alpha / beta) ... -5.57 / -7.24 eV
Relative energy (zero: lowest compared OMol25 entry of this formula, charge and spin) ... 0.00 kcal per mole
Multiplicity ... 3

Results of the Mulliken charge analysis, in e, for atoms 1 through 5:
1. Ti 0.182
2. O -0.157
3. N 0.197
4. C -0.274
5. C -0.867



ORCA calculation (ωB97M-V/def2-TZVPD) on C45H39N9NaO3 as an isolated structure at a distorted geometry.

CARTESIAN COORDINATES (ANGSTROEM)
Na 1.009 -1.527 0.069
O 4.573 -4.415 0.792
C 4.209 -5.465 0.052
C 4.975 -6.666 0.171
C 4.666 -7.771 -0.600
C 3.717 -7.650 -1.588
C 3.001 -6.504 -1.757
C 3.191 -5.427 -0.940
C 2.425 -4.179 -1.083
O 2.760 -3.160 -0.431
N 1.340 -4.346 -1.839
N 0.677 -3.060 -1.973
C -0.462 -3.161 -2.561
C -1.236 -1.871 -2.868
C -2.589 -1.802 -2.671
C -3.223 -0.585 -2.902
C -2.490 0.449 -3.560
C -1.155 0.213 -3.758
N -0.487 -0.931 -3.395
H 3.881 -3.707 0.575
H 5.834 -6.656 0.883
H 5.206 -8.747 -0.386
H 3.428 -8.509 -2.282
H 2.200 -6.489 -2.439
H -0.939 -4.081 -2.699
H -2.965 -2.711 -2.213
H -4.252 -0.475 -2.684
H -2.952 1.382 -3.774
H -0.564 0.964 -4.220
C -0.533 -3.646 3.791
C 0.577 -3.337 3.024
N 0.878 -2.127 2.688
C 0.101 -1.133 3.164
C -1.027 -1.448 3.931
N -1.397 -2.729 4.212
C 0.594 0.279 2.745
C -0.071 1.428 3.121
C 0.262 2.623 2.525
C 1.251 2.666 1.520
C 1.987 1.451 1.331
N 1.643 0.337 1.864
C 3.061 1.359 0.325
C 4.079 2.288 0.211
N 4.976 2.275 -0.816
C 4.816 1.261 -1.619
C 3.802 0.229 -1.488
N 2.959 0.276 -0.509
C -0.506 3.795 2.947
C -1.229 4.513 2.012
C -2.014 5.534 2.473
N -2.105 5.936 3.740
C -1.373 5.263 4.688
C -0.579 4.198 4.284
H -0.799 -4.612 4.106
H 1.225 -4.140 2.669
H -1.624 -0.620 4.236
H -0.936 1.557 3.804
H 1.592 3.583 1.048
H 4.154 3.055 0.989
H 5.497 1.084 -2.396
H 3.743 -0.544 -2.278
H -1.106 4.333 0.975
H -2.550 6.094 1.742
H -1.426 5.470 5.742
H 0.007 3.635 5.037
C -2.580 5.817 -1.836
C -1.295 4.980 -1.857
O -0.680 4.944 -3.157
C 0.390 4.044 -3.161
C 0.885 3.836 -4.580
H -3.152 5.684 -0.985
H -3.238 5.502 -2.617
H -2.309 6.898 -1.950
H -1.529 3.977 -1.649
H -0.576 5.322 -1.107
H 0.117 3.042 -2.773
H 1.263 4.370 -2.512
H 0.096 3.507 -5.260
H 1.725 3.172 -4.590
H 1.311 4.723 -4.958
C -4.411 -2.509 1.919
C -3.388 -3.259 1.273
C -2.393 -2.538 0.664
C -2.374 -1.123 0.719
C -1.153 -0.429 0.129
C -1.414 0.933 -0.015
C -2.537 1.613 0.466
C -3.524 0.987 1.157
C -3.433 -0.401 1.285
C -4.481 -1.159 1.894
H -5.152 -2.997 2.535
H -3.285 -4.322 1.220
H -1.646 -3.063 0.091
H -0.629 1.615 -0.409
H -2.615 2.692 0.364
H -4.380 1.489 1.603
H -5.326 -0.645 2.336

Summary:
Net charge ... -1
E_HOMO ... -4.61 eV
Relative energy (zero: lowest compared OMol25 entry of this formula, charge and spin) ... 0.00 kcal per mole

Results of the Mulliken charge analysis, in e, for atoms 1 through 5:
1. Na 0.751
2. O -0.707
3. C -0.070
4. C -0.440
5. C -0.367



ORCA calculation (ωB97M-V/def2-TZVPD) on C45H39NO29Si2 as an isolated structure.

CARTESIAN COORDINATES (ANGSTROEM)
C -4.856 -1.126 -1.029
C -5.391 0.264 -0.857
N -4.591 1.162 -0.452
C -6.866 0.562 -1.136
Si -7.909 -0.670 -2.109
O -9.464 -0.760 -1.530
Si -9.907 -1.113 0.025
H -5.486 -1.846 -0.501
H -3.837 -1.174 -0.658
H -4.875 -1.416 -2.083
H -5.066 2.063 -0.365
H -6.887 1.484 -1.726
H -7.323 0.803 -0.173
H -7.321 -2.021 -2.148
H -7.996 -0.183 -3.501
H -10.331 -2.520 0.156
H -8.776 -0.886 0.952
H -11.029 -0.232 0.396
C -1.392 2.083 0.623
C -0.480 1.112 0.756
C 0.992 1.412 0.900
O 1.756 0.458 1.043
C 1.431 2.780 0.888
C 0.524 3.763 0.749
C -0.958 3.465 0.613
O -1.707 4.417 0.502
O 0.864 5.037 0.722
O -0.779 -0.181 0.764
H -2.448 1.876 0.508
H 2.488 2.978 0.995
H 0.074 5.606 0.625
H 0.059 -0.657 0.917
C -1.553 10.200 -1.798
C -1.522 8.906 -1.447
C -0.854 8.431 -0.174
O -0.902 7.230 0.035
C -0.221 9.396 0.691
C -0.252 10.691 0.340
C -0.930 11.173 -0.929
O -0.902 12.373 -1.133
O 0.294 11.661 1.051
O -2.064 7.934 -2.161
H -2.028 10.549 -2.704
H 0.259 9.045 1.593
H 0.114 12.489 0.561
H -1.906 7.105 -1.662
C 1.021 1.331 -4.187
C 1.640 0.850 -5.275
C 2.808 -0.111 -5.183
O 3.276 -0.490 -6.242
C 3.281 -0.506 -3.876
C 2.665 -0.025 -2.785
C 1.486 0.921 -2.880
O 0.987 1.291 -1.831
O 3.044 -0.347 -1.557
O 1.299 1.154 -6.516
H 0.185 2.013 -4.243
H 4.130 -1.173 -3.815
H 2.468 0.098 -0.902
H 1.917 0.655 -7.090
C 8.783 -3.324 -1.789
C 8.229 -2.667 -2.819
C 6.729 -2.510 -2.967
O 6.350 -1.880 -3.940
C 5.863 -3.101 -1.974
C 6.417 -3.759 -0.944
C 7.917 -3.904 -0.787
O 8.302 -4.515 0.195
O 5.723 -4.333 0.022
O 8.922 -2.101 -3.791
H 9.853 -3.445 -1.683
H 4.794 -2.989 -2.083
H 6.379 -4.717 0.639
H 8.264 -1.698 -4.393
C 1.018 2.274 6.317
C -0.033 1.922 7.072
C -0.982 0.811 6.673
O -1.894 0.575 7.447
C -0.756 0.115 5.427
C 0.296 0.465 4.671
C 1.254 1.568 5.076
O 2.173 1.798 4.312
O 0.592 -0.100 3.513
O -0.345 2.498 8.222
H 1.698 3.066 6.595
H -1.444 -0.669 5.143
H 1.410 0.328 3.184
H -1.146 2.036 8.543
C -12.478 -6.038 -3.133
C -11.786 -7.184 -3.051
C -10.308 -7.218 -2.723
O -9.791 -8.319 -2.662
C -9.613 -5.968 -2.508
C -10.304 -4.822 -2.594
C -11.787 -4.789 -2.903
O -12.308 -3.689 -2.936
O -9.774 -3.623 -2.415
O -12.315 -8.382 -3.242
H -13.533 -6.007 -3.364
H -8.556 -5.999 -2.285
H -10.504 -2.980 -2.533
H -11.585 -9.021 -3.114
C 10.386 -3.489 4.691
C 11.430 -4.104 5.263
C 12.547 -4.721 4.450
O 13.453 -5.241 5.077
C 12.470 -4.662 3.008
C 11.422 -4.053 2.432
C 10.317 -3.411 3.245
O 9.426 -2.854 2.632
O 11.273 -3.958 1.122
O 11.592 -4.228 6.572
H 9.588 -3.039 5.264
H 13.264 -5.117 2.433
H 10.419 -3.509 0.959
H 12.436 -4.708 6.691

Summary:
Net charge ... 0
E_HOMO ... -9.23 eV

Results of the Mulliken charge analysis, in e, for atoms 1 through 5:
1. C -1.172
2. C 0.506
3. N -0.454
4. C -0.778
5. Si 0.310



ORCA calculation (ωB97M-V/def2-TZVPD) on C45H40GeN4O3S2Tc as an isolated structure at a distorted geometry.

CARTESIAN COORDINATES (ANGSTROEM)
Tc -1.074 -1.283 0.939
O -1.259 -2.292 2.707
S -1.698 -3.659 2.188
O -3.007 -4.060 2.550
N -1.518 -3.220 0.602
C -2.378 -3.525 -0.451
C -2.996 -4.716 -0.706
C -3.799 -4.852 -1.863
C -3.961 -3.825 -2.741
C -3.354 -2.583 -2.495
C -3.484 -1.452 -3.328
C -2.860 -0.281 -2.978
C -2.126 -0.206 -1.786
N -1.982 -1.249 -0.976
C -2.565 -2.442 -1.324
C -0.472 -4.825 2.585
C 0.533 -5.161 1.692
C 1.478 -6.092 2.097
C 1.409 -6.653 3.363
C 0.401 -6.296 4.245
C -0.560 -5.376 3.863
H -2.864 -5.544 -0.031
H -4.282 -5.794 -2.062
H -4.559 -3.953 -3.627
H -4.075 -1.514 -4.230
H -2.928 0.600 -3.597
H -1.647 0.720 -1.497
H 0.589 -4.716 0.712
H 2.267 -6.380 1.417
H 2.145 -7.380 3.665
H 0.355 -6.741 5.226
H -1.358 -5.105 4.531
C 0.530 6.122 0.895
C 0.110 4.749 1.398
C 0.329 3.707 0.303
N -0.251 2.398 0.666
C -1.502 2.143 0.952
S -1.985 0.634 1.765
N -2.529 2.969 0.704
C -2.628 3.785 -0.531
O -2.094 3.329 -1.503
C -3.377 5.019 -0.410
C -3.598 5.751 -1.587
C -4.276 6.956 -1.526
C -4.734 7.431 -0.303
C -4.519 6.710 0.867
C -3.838 5.505 0.820
H 0.393 6.870 1.671
H -0.062 6.422 0.033
H 1.575 6.135 0.608
H -0.939 4.774 1.698
H 0.688 4.470 2.279
H 1.393 3.507 0.150
H -0.079 4.023 -0.656
H 0.420 1.667 0.917
H -3.412 2.751 1.151
H -3.238 5.364 -2.529
H -4.450 7.525 -2.425
H -5.260 8.375 -0.260
H -4.879 7.091 1.809
H -3.661 4.970 1.737
C 0.431 -0.880 0.341
Ge 2.397 -0.684 -0.237
C 3.168 0.296 1.243
C 2.475 0.573 2.418
C 3.078 1.292 3.438
C 4.384 1.735 3.291
C 5.084 1.463 2.127
C 4.480 0.752 1.105
C 2.875 -2.558 -0.478
C 2.014 -3.453 -1.102
C 2.407 -4.759 -1.339
C 3.669 -5.182 -0.947
C 4.528 -4.304 -0.315
C 4.133 -2.997 -0.075
C 2.302 0.337 -1.885
C 2.762 1.648 -1.927
C 2.752 2.357 -3.116
C 2.277 1.760 -4.271
C 1.813 0.454 -4.240
C 1.830 -0.254 -3.053
H 1.462 0.208 2.566
H 2.538 1.496 4.350
H 4.859 2.287 4.087
H 6.101 1.805 2.015
H 5.042 0.558 0.198
H 1.030 -3.131 -1.429
H 1.743 -5.444 -1.843
H 3.985 -6.197 -1.145
H 5.509 -4.633 -0.012
H 4.816 -2.325 0.428
H 3.166 2.113 -1.034
H 3.132 3.368 -3.147
H 2.288 2.305 -5.201
H 1.465 -0.016 -5.146
H 1.506 -1.284 -3.051

Summary:
Net charge ... +3
E_HOMO (alpha / beta) ... -16.17 / -16.17 eV
Relative energy (zero: lowest compared OMol25 entry of this formula, charge and spin) ... 8.46 kcal per mole

Results of the Mulliken charge analysis, in e, for atoms 1 through 5:
1. Tc -1.370
2. O -0.658
3. S 1.305
4. O -0.521
5. N 0.461